Entry 1:
Entry from OMol25: the ion C5H13N2 with charge +1 in a non-equilibrium geometry (ωB97M-V with the def2-TZVPD basis set).

Last column: Löwdin charge in e.
Atoms and positions in Å:
C -1.45596 1.78681 -1.21194  -0.10
C -1.72035 0.27682 -1.05036  -0.26
C -0.59598 -0.59511 -1.59960  -0.20
C 0.68669 -0.44431 -0.79292  -0.17
N 0.50600 -0.91435 0.60741  0.02
C 1.36387 -0.70614 1.59981  -0.11
N 1.37957 0.23970 2.48850  0.27
H -0.84285 2.14815 -0.38546  0.06
H -2.44352 2.24683 -1.13907  0.08
H -0.99685 2.09791 -2.14899  0.08
H -2.67697 0.07267 -1.54233  0.11
H -2.01274 0.11512 -0.00354  0.10
H -0.32899 -0.31156 -2.61344  0.12
H -0.84818 -1.66108 -1.69817  0.12
H 1.48996 -1.00278 -1.28033  0.13
H 0.90120 0.62808 -0.75336  0.11
H -0.33149 -1.47175 0.65805  0.16
H 2.00721 -1.53042 1.94153  0.16
H 0.69742 0.98859 2.43540  0.16
H 1.90708 0.17696 3.35936  0.16

Results
Lowest unoccupied orbital energy = -5.32 eV
Relative energy (zero: lowest compared OMol25 entry of this formula, charge and spin) = 2.5478 eV
DFT total energy = -307.52798 hartree
Multiplicity = 1
HOMO level = -14.24 eV
Total charge = +1



Entry 2:
Entry from OMol25: an isolated molecule of C5H10O2 (ωB97M-V with the def2-TZVPD basis set).

Last column: Löwdin charge in e.
Atoms and positions in Å:
C -1.96782 -0.15054 -0.40404  -0.06
C -0.47386 0.00528 -0.69618  -0.30
C 0.30889 -1.27005 -0.39253  -0.18
O 1.67192 -0.88970 -0.29497  -0.12
C 1.75839 0.46881 0.10478  -0.14
C 0.32158 1.03236 0.13675  -0.31
O -0.13090 1.05323 1.47691  -0.02
H -2.55086 0.73789 -0.66743  0.08
H -2.37265 -0.98628 -0.99032  0.08
H -2.15254 -0.36874 0.65275  0.08
H -0.33414 0.26951 -1.75305  0.15
H -0.05000 -1.72055 0.55196  0.13
H 0.23252 -2.01768 -1.18671  0.13
H 2.43239 1.00753 -0.56986  0.13
H 2.22858 0.50913 1.10681  0.13
H 0.22448 2.05316 -0.26393  0.15
H 0.51158 0.53741 1.97369  0.09

Results
Lowest unoccupied orbital energy = 0.94 eV
Relative energy (zero: lowest compared OMol25 entry of this formula, charge and spin) = 1.5049 eV
DFT total energy = -346.97013 hartree
Multiplicity = 1
HOMO level = -9.81 eV
Total charge = 0



Entry 3:
Entry from OMol25: a structure of composition C43H35As2ClGaN4O6 in a non-equilibrium geometry (ωB97M-V with the def2-TZVPD basis set).

Last column: Löwdin charge in e.
Atoms and positions in Å:
Ga -0.40100 0.38680 0.06370  0.44
O 1.42990 -0.21740 0.57590  -0.19
N 1.48240 -0.59820 1.80290  0.05
N 0.38980 -0.65840 2.41170  -0.16
O -0.76940 -0.35320 1.83590  -0.07
C 0.39970 -0.98090 3.78190  -0.18
C -0.55970 -0.42230 4.61950  -0.01
C -0.49290 -0.65900 5.97960  -0.06
C 0.49940 -1.47800 6.49050  -0.06
C 1.43170 -2.05980 5.64480  -0.06
C 1.40540 -1.80070 4.28790  0.00
H -1.33440 0.20470 4.20790  0.12
H -1.21240 -0.19560 6.63490  0.11
H 0.53970 -1.67870 7.54820  0.11
H 2.18800 -2.70690 6.05900  0.11
H 2.13160 -2.24450 3.62460  0.12
O -2.29620 6.02550 3.29900  0.13
C -2.40880 4.90980 2.57570  -0.48
O -3.44840 4.54520 2.11420  0.16
C -1.16540 4.10130 2.43770  -0.05
C -0.17650 3.84210 3.38040  -0.54
Cl 0.09740 4.62610 4.87530  0.84
N 0.61070 2.84790 2.89720  -0.05
N 0.18320 2.46870 1.68190  0.14
C -0.87260 3.21470 1.38720  -0.12
C -1.49100 3.09050 0.03630  -0.50
O -1.97070 4.01160 -0.56160  0.17
O -1.36630 1.87780 -0.45550  -0.09
C 1.73380 2.21750 3.47960  -0.20
C 2.77250 1.82810 2.64020  -0.03
C 3.84510 1.12780 3.15860  -0.06
C 3.88970 0.83160 4.51050  -0.07
C 2.85450 1.22240 5.34340  -0.07
C 1.76870 1.91160 4.83460  -0.05
H -1.40530 6.18570 3.64090  0.07
H 2.72000 2.06300 1.58870  0.11
H 4.64290 0.80290 2.50850  0.11
H 4.73030 0.28690 4.91000  0.11
H 2.88180 0.97660 6.39200  0.11
H 0.95060 2.16990 5.48260  0.09
C -0.65170 -1.94990 -3.28090  -0.38
C 0.74990 -2.52230 -3.13720  -0.42
As 1.10260 -2.78690 -1.19440  1.32
C 2.61820 -4.05380 -1.18230  -0.38
C 2.56350 -5.40110 -1.51440  -0.10
C 3.66800 -6.21450 -1.33400  -0.08
C 4.84090 -5.69330 -0.81510  -0.08
C 4.91340 -4.34830 -0.49040  -0.09
C 3.80680 -3.53730 -0.66600  -0.14
C -0.43960 -3.97270 -0.91800  -0.40
C -0.84110 -4.96310 -1.80880  -0.13
C -2.03600 -5.63520 -1.62330  -0.07
C -2.85650 -5.32430 -0.55070  -0.07
C -2.46430 -4.35090 0.35260  -0.08
C -1.26670 -3.68120 0.16380  -0.13
As -0.86750 -0.24450 -2.28100  1.35
C 0.36070 0.98990 -3.11870  -0.35
C 0.43720 1.09690 -4.50440  -0.10
C 1.24660 2.06210 -5.08150  -0.06
C 1.96920 2.93420 -4.28220  -0.05
C 1.93260 2.80140 -2.90250  -0.05
C 1.14640 1.81960 -2.32880  -0.11
C -2.70220 0.28070 -2.63510  -0.35
C -3.10560 0.76920 -3.87250  -0.08
C -4.41840 1.17340 -4.05700  -0.06
C -5.32530 1.09020 -3.01240  -0.06
C -4.92810 0.59040 -1.78080  -0.06
C -3.61760 0.18530 -1.59300  -0.12
H -1.40920 -2.64820 -2.89970  0.07
H -0.89960 -1.71770 -4.32830  0.08
H 1.48140 -1.80510 -3.52780  0.06
H 0.86070 -3.45980 -3.69190  0.07
H 1.65280 -5.83260 -1.90320  0.08
H 3.60100 -7.26180 -1.58760  0.11
H 5.68870 -6.34000 -0.64930  0.11
H 5.82750 -3.93460 -0.09180  0.10
H 3.84220 -2.48240 -0.40270  0.09
H -0.23450 -5.20450 -2.67420  0.10
H -2.33450 -6.39490 -2.33020  0.11
H -3.80170 -5.83320 -0.42880  0.11
H -3.09630 -4.11060 1.19560  0.11
H -0.96040 -2.90440 0.86280  0.07
H -0.13830 0.42460 -5.13550  0.10
H 1.31000 2.13570 -6.15770  0.11
H 2.56750 3.71160 -4.73370  0.11
H 2.51470 3.46150 -2.27680  0.12
H 1.14770 1.69770 -1.24260  0.07
H -2.39270 0.85680 -4.68610  0.10
H -4.72910 1.56010 -5.01760  0.11
H -6.34350 1.42080 -3.15680  0.11
H -5.64030 0.52590 -0.97060  0.11
H -3.28150 -0.18630 -0.62210  0.10

Results
Lowest unoccupied orbital energy = -2.79 eV
DFT total energy = -9186.32703 hartree
Multiplicity = 1
HOMO level = -11.13 eV
Total charge = +1



Entry 4:
Entry from OMol25: the ion C6H16N4S with charge +2 in a non-equilibrium geometry (ωB97M-V with the def2-TZVPD basis set).

Last column: Löwdin charge in e.
Atoms and positions in Å:
C -1.86652 -0.08749 0.84093  -0.29
C -0.90845 1.28211 2.90129  -0.19
C -0.36726 -0.66253 0.46027  -0.31
C 0.45945 0.49466 -0.04266  -0.24
C -1.04907 -1.25608 -1.80225  0.00
C 1.88415 0.16386 -0.56144  -0.07
N 0.45255 2.81556 -0.45202  0.12
N -0.02278 1.67301 -0.02769  -0.11
N 2.09653 -1.25990 -0.89992  0.16
N -0.41138 -1.77898 -0.49410  -0.07
S -1.84511 1.56837 1.61772  1.17
H -2.51292 0.17200 -0.01961  0.09
H -2.16156 -0.95591 1.53421  0.14
H -0.52287 0.34407 3.08084  0.03
H -0.90460 2.13545 3.55795  0.06
H -0.00817 -1.19449 1.28069  0.13
H -0.75453 -0.34585 -2.20621  0.08
H -0.79699 -2.13423 -2.50230  0.13
H -2.08050 -1.42333 -1.66588  0.07
H 2.81362 0.29258 0.13014  0.19
H 2.04403 0.81115 -1.31390  0.09
H -0.14678 3.60819 -0.38345  0.11
H 1.14368 -1.71202 -0.46491  0.13
H 3.00037 -1.65683 -0.71699  0.16
H 1.91667 -1.35009 -1.89335  0.16
H 1.32982 3.00596 0.02114  0.13
H -0.78139 -2.54921 0.02149  0.14

Results
Lowest unoccupied orbital energy (spin up / spin down) = -8.48 / -8.48 eV
Relative energy (zero: lowest compared OMol25 entry of this formula, charge and spin) = 0.0000 eV
DFT total energy = -854.65050 hartree
Multiplicity = 1
HOMO level (spin up / spin down) = -16.44 / -16.44 eV
Total charge = +2



Which of these has the highest total charge? C6H16N4S